This record from the OMol25 dataset describes C22H47NO2P2Pb as an isolated structure in a non-equilibrium geometry. The level of theory is wB97M-V/def2-TZVPD.

Summary:
Net charge: +4
Max |F| in eV Å⁻¹: 4.787
Frontier orbital gap in eV: 5.798
DFT total energy in eV: -52941.0103
LUMO in eV: -16.574
Energy relative to the best compared isomer or geometry (same formula, charge and spin) in kcal per mole: 36.5
HOMO in eV: -22.372

Each line ends with the Mulliken charge.
Positions of all 75 atoms, in Å:
Pb -0.1914 -0.0877 -0.4250  1.916
C 2.4218 -0.6592 -0.5555  0.047
O 3.5307 -0.7665 -0.8052  -0.071
C -2.7906 0.3124 0.6162  0.090
O -3.7919 0.6850 1.0538  -0.091
P 0.0626 2.6684 -1.2143  0.594
C -0.2959 2.5991 -3.0257  0.646
H -0.2988 3.6642 -3.3250  0.460
C -1.2782 3.8102 -0.5450  0.593
H -2.1954 3.1885 -0.6335  0.325
C 1.7468 3.4835 -1.1404  0.389
H 2.3844 2.7724 -1.7039  0.450
C 1.5168 -3.5553 1.0776  0.549
P 0.0173 -2.7969 0.2864  -0.120
H -0.4288 -4.6747 -1.1124  0.677
H 2.3232 -3.4126 0.3292  0.542
C -1.4546 -3.5246 1.1899  0.535
H -1.2817 -4.6076 1.1335  0.720
C -1.0439 4.1112 0.9384  -1.628
H -1.9254 4.6299 1.3385  0.476
H -0.1984 4.7968 1.0672  0.359
H -0.8741 3.2021 1.5324  0.378
C -1.4759 5.1026 -1.3441  -1.355
H -0.6311 5.7890 -1.2092  0.253
H -2.3626 5.6104 -0.9444  0.471
H -1.6586 4.9308 -2.4126  0.363
C 1.8246 4.8524 -1.8246  -1.532
H 1.3893 4.8638 -2.8317  0.372
H 2.8853 5.1122 -1.9328  0.478
H 1.3728 5.6366 -1.2060  0.380
C 2.2726 3.5502 0.2963  -1.364
H 3.3143 3.8940 0.2761  0.455
H 2.2409 2.5758 0.7979  0.325
H 1.7031 4.2687 0.8913  0.269
C 0.8159 1.8676 -3.7886  -1.669
H 1.7663 2.4070 -3.7519  0.347
H 0.5067 1.7612 -4.8368  0.460
H 1.0214 0.8765 -3.3660  0.260
C -1.6769 1.9832 -3.2891  -1.305
H -1.7496 0.9603 -2.8992  0.252
H -1.8414 1.9611 -4.3749  0.456
H -2.4736 2.5620 -2.8127  0.329
C 1.3231 -5.0588 1.3309  -1.558
H 1.0679 -5.6174 0.4203  0.378
H 0.5519 -5.2406 2.0917  0.369
H 2.2706 -5.4614 1.7173  0.496
C 1.9163 -2.8328 2.3656  -1.308
H 1.1647 -2.9604 3.1487  0.246
C -1.0151 -2.9436 -2.2821  -0.981
H 2.0722 -1.7612 2.2085  0.249
H 2.8478 -3.2792 2.7300  0.484
C 1.3384 -3.7819 -2.0062  -1.521
H -0.6566 -1.9362 -2.5186  -0.461
H -1.0910 -3.5065 -3.2199  0.593
H -2.0370 -2.8255 -1.8928  0.070
C -0.0429 -3.6654 -1.3412  0.591
H 1.1986 -4.0224 -3.0642  0.464
H 1.9450 -4.5559 -1.5356  0.342
H 1.8933 -2.8418 -1.9611  0.271
C -2.7799 -3.2065 0.5103  -1.508
H -2.9343 -2.1297 0.3688  0.141
H -3.5997 -3.5958 1.1245  0.535
H -2.8497 -3.7019 -0.4597  0.377
C -1.4528 -3.0867 2.6618  -1.439
H -1.3157 -1.9956 2.7742  0.160
H -0.6648 -3.5942 3.2413  0.282
H -2.4140 -3.3710 3.1275  0.505
H 0.1628 -1.1234 -3.9094  0.398
H -0.1129 -0.4241 -3.9380  -0.260
C 0.0119 0.3707 5.1685  -1.032
C -0.0171 0.3135 3.7163  0.366
N -0.0297 0.2893 2.5461  -0.368
H -0.8919 0.8653 5.5505  0.351
H 0.8914 0.9265 5.5358  0.367
H 0.0514 -0.6505 5.5767  0.320

This record from the OMol25 dataset describes a 2-piece molecular cluster, C22H48BrN2O6P2S2Si overall in a non-equilibrium geometry. The level of theory is wB97M-V/def2-TZVPD.

Summary:
Net charge: +1
Max |F| in eV Å⁻¹: 5.165
Frontier orbital gap in eV: 9.100
DFT total energy in eV: -157018.3239
LUMO in eV: -2.802
HOMO in eV: -11.902

Each line ends with the Mulliken charge.
Positions of all 84 atoms, in Å:
C 1.8525 -2.4176 -3.3068  -0.876
C 1.2145 -1.0570 -3.6644  -1.096
C 0.8358 -0.1649 -2.4538  0.808
C -0.6640 -0.2052 -2.1309  -0.429
C -1.2040 -1.6664 -2.2005  -1.645
C -1.2924 0.5445 -0.8885  -1.205
C -1.8247 1.9618 -1.2891  -1.818
P -3.5136 1.4426 -1.9706  0.071
O -4.3668 1.2627 -0.5856  -0.491
Br -4.4780 3.2683 -2.7491  -0.217
C -1.4681 2.9564 -0.1415  0.812
S -3.0230 3.6778 0.4723  -0.126
S -0.5646 4.4506 -0.8467  1.383
C -1.5532 5.0217 -2.1792  -0.977
O 0.6843 4.0092 -1.4052  -0.679
O -0.5484 5.4558 0.1942  -0.722
N -0.5776 2.1923 0.8860  0.859
C 0.8568 2.7521 1.1146  -1.755
C 2.1922 2.3466 0.4362  -0.202
C 3.0736 1.4493 1.3563  -1.566
C 2.1841 1.8334 -1.0119  -0.920
P -1.4539 2.5472 2.7126  0.324
C -0.4319 1.5043 3.8170  -1.149
C -0.7689 4.1735 3.1789  -1.144
C -0.7482 0.6939 0.5413  1.225
C 0.4286 -0.1629 0.9258  0.194
C 0.3293 -1.6639 0.5952  -0.374
O 0.8255 -2.3718 1.7086  -0.507
Si 0.8490 -4.0489 1.5993  0.458
C -0.8379 -4.7415 1.2528  -0.992
C 1.4601 -4.6999 3.2244  -1.159
C 2.0357 -4.5264 0.2313  -0.985
O -1.9423 0.3998 1.3888  -0.515
C -2.0904 -0.7271 1.9965  0.647
N -2.2251 -1.6674 2.5789  -0.535
H 1.2219 -3.2670 -3.5861  0.281
H 2.8023 -2.5530 -3.8349  0.391
H 2.0811 -2.4919 -2.2378  0.030
H 0.3478 -1.2115 -4.3130  0.391
H 1.9287 -0.4857 -4.2684  0.470
H 1.1097 0.8608 -2.7242  0.635
H 1.4478 -0.4627 -1.5984  -0.673
H -1.1296 0.3118 -2.9831  0.838
H -1.4897 -1.9144 -3.2273  0.491
H -0.4586 -2.4017 -1.8860  0.225
H -2.0972 -1.8153 -1.5886  0.425
H -2.1582 -0.1007 -0.7076  1.029
H -1.2248 2.2163 -2.1745  1.259
H -4.6254 0.3371 -0.4596  0.343
H -2.4741 4.7452 1.0629  0.284
H -0.8713 5.7426 -2.6477  0.505
H -1.7857 4.2265 -2.8878  0.228
H -2.4603 5.4952 -1.8133  0.363
H 1.0520 2.5996 2.1678  0.650
H 0.7175 3.8237 1.0052  1.095
H 2.7099 3.3143 0.4054  1.108
H 4.0541 1.9042 1.5101  0.365
H 2.6238 1.2752 2.3387  0.343
H 3.2526 0.4593 0.9224  0.387
H 1.1679 1.7359 -1.3973  -0.808
H 2.6700 0.8569 -1.0794  0.578
H 2.6958 2.5221 -1.6851  0.441
H 0.5002 1.1249 3.4093  0.342
H -1.0429 0.6662 4.1677  0.408
H -0.1567 2.1279 4.6761  0.568
H -1.0890 4.9762 2.5144  0.305
H -1.2318 4.3107 4.1678  0.520
H 0.3126 4.2344 3.3029  0.343
H 1.3026 0.2495 0.4155  -1.507
H 0.6441 -0.0986 1.9887  0.946
H -0.6976 -1.9738 0.3660  0.269
H 0.9459 -1.8811 -0.2880  -0.502
H -1.1789 -4.5554 0.2288  0.286
H -1.5920 -4.4215 1.9792  0.322
H -0.7417 -5.8321 1.3461  0.381
H 0.7072 -4.6399 4.0160  0.314
H 1.7293 -5.7559 3.0973  0.343
H 2.3544 -4.1693 3.5663  0.330
H 2.4687 -5.5102 0.4352  0.449
H 2.8465 -3.7902 0.1606  0.315
H 1.5267 -4.5754 -0.7377  0.184
O -0.3397 -6.4427 -1.4598  -0.577
H -0.5698 -7.2256 -0.9482  0.296
H -1.0511 -6.3639 -2.1040  0.298

This record from the OMol25 dataset describes a 3-piece molecular cluster, C22H48ClN2O11P overall in a non-equilibrium geometry. The level of theory is wB97M-V/def2-TZVPD.

Summary:
Net charge: 0
Structure (SMILES): CC(=O)OC(=O)C[PH2](COCOCCO)CC(=O)Cl.COCCNCCOC.COCCNCCOC
Max |F| in eV Å⁻¹: 9.608
Frontier orbital gap in eV: 7.672
DFT total energy in eV: -70893.0468
LUMO in eV: -0.488
HOMO in eV: -8.160

Each line ends with the Mulliken charge.
Positions of all 85 atoms, in Å:
C 5.3386 -3.3595 -5.4921  -0.636
C 5.8054 -1.9983 -4.6405  0.556
O 6.6125 -1.1334 -5.2880  -0.516
O 5.2847 -1.7972 -3.2687  -0.236
C 4.1838 -0.7778 -3.2756  0.152
O 4.2977 0.1858 -2.3223  -0.512
C 2.9171 -0.8775 -4.3254  -0.251
P 1.2108 -1.1095 -3.5018  0.828
C 1.8033 -2.4974 -2.3333  -0.405
O 2.5987 -3.5588 -2.9666  -0.292
C 1.8864 -4.2199 -4.0695  -0.335
O 0.4836 -4.5659 -3.7936  -0.309
C -0.2402 -4.9558 -5.0135  -0.421
C -0.5281 -3.7357 -6.0703  0.011
O -1.8946 -3.1880 -6.0322  -0.541
C 0.4958 0.2003 -4.7548  -0.829
C 0.6668 1.7432 -4.2260  0.421
O 0.1382 2.1745 -3.0771  -0.493
Cl 1.6828 2.9303 -5.2795  -0.194
H 6.2982 -3.9309 -5.9132  0.345
H 4.6889 -4.0968 -4.8366  0.143
H 4.6915 -3.0506 -6.4389  0.248
H 3.0923 -1.6700 -5.2003  0.210
H 2.8805 0.1762 -4.8858  0.398
H 0.9160 -0.2381 -2.3561  -0.146
H 0.1502 -1.9813 -3.9378  -0.100
H 0.8753 -2.9813 -1.7583  0.424
H 2.4721 -2.0265 -1.4636  -0.017
H 2.0608 -3.5880 -5.0410  0.277
H 2.4501 -5.2562 -4.2503  0.239
H 0.2471 -5.8826 -5.5852  0.259
H -1.3034 -5.3582 -4.6511  0.279
H -0.2983 -4.1695 -7.1560  0.343
H 0.2109 -2.8091 -5.9533  -0.095
H -2.1637 -3.1099 -7.0145  0.352
H 0.9191 0.0139 -5.8466  0.407
H -0.6711 -0.0378 -4.8349  0.426
C 3.1727 -0.8733 1.4122  -0.874
O 1.8401 -0.6667 0.9619  -0.019
C 0.8647 -0.7116 2.0113  -1.132
C 0.3259 0.6940 2.3300  0.602
N 1.3379 1.5253 2.9888  -0.375
C 1.0125 2.9526 3.0314  -0.499
C 0.7792 3.6852 1.6900  -0.506
O 1.9489 3.8396 0.8885  -0.510
C 2.3152 2.6830 0.1471  -0.329
H 3.8004 -1.0651 0.5372  0.154
H 3.5593 0.0179 1.9095  0.338
H 3.2414 -1.7347 2.0837  0.394
H 1.2438 -1.2162 2.9079  0.385
H 0.0330 -1.3139 1.6280  0.299
H -0.5476 0.6062 2.9847  -0.009
H -0.0010 1.1369 1.3868  0.064
H 2.2246 1.4224 2.5031  0.125
H 1.8555 3.4469 3.5361  0.410
H 0.1347 3.0945 3.6741  0.200
H 0.4547 4.7018 1.9348  0.404
H -0.0391 3.2477 1.1055  0.297
H 1.4486 2.1202 -0.2033  0.123
H 2.9734 2.0568 0.7453  0.143
H 2.8912 3.0063 -0.7283  0.307
C -5.4141 1.5855 7.8124  -0.693
O -5.7710 0.9171 6.6094  -0.323
C -6.5819 1.7075 5.7307  -0.809
C -5.7769 2.1830 4.5087  -0.129
N -4.7802 3.1932 4.8766  -0.308
C -3.7749 3.4537 3.8440  -1.104
C -2.9078 2.2692 3.3585  0.006
O -1.9808 1.7787 4.3255  -0.428
C -2.5463 0.9129 5.3012  -0.586
H -5.0180 0.8413 8.5092  0.231
H -4.6294 2.3221 7.6316  0.285
H -6.2797 2.0686 8.2761  0.329
H -7.0643 2.5430 6.2518  0.396
H -7.3789 1.0449 5.3739  0.392
H -6.4622 2.6086 3.7680  0.381
H -5.3067 1.3014 4.0678  0.145
H -4.2933 2.8936 5.7167  0.100
H -3.0956 4.2130 4.2584  0.379
H -4.2694 3.9132 2.9791  0.432
H -2.2976 2.6405 2.5288  0.116
H -3.5056 1.4502 2.9408  0.429
H -3.3370 0.2824 4.8916  0.371
H -2.9080 1.4969 6.1446  0.057
H -1.7507 0.2613 5.6821  0.348